Entry from the Open Molecules 2025 dataset: C4H12N2O in the gas phase in a non-equilibrium geometry (ωB97M-V/def2-TZVPD).

CARTESIAN COORDINATES (ANGSTROEM)
N (-1.321722, -1.686405, -0.354463)
C (-1.575924, -0.171677, -0.362100)
C (-0.341116, 0.464247, 0.134374)
N (-0.455021, 1.932059, 0.437981)
C (0.890840, 0.166671, -0.744320)
C (1.668482, -0.791120, 0.175844)
O (2.317601, 0.066523, 1.171733)
H (-2.215625, -2.027755, -0.754492)
H (-1.196659, -1.931637, 0.626536)
H (-1.833651, 0.228377, -1.416312)
H (-2.350360, -0.139062, 0.463229)
H (-0.167792, -0.077815, 1.153930)
H (-0.981894, 2.546388, -0.219200)
H (0.412741, 2.321362, 0.558201)
H (1.435436, 1.155739, -0.814632)
H (0.695895, -0.245410, -1.719024)
H (2.493061, -1.227417, -0.253740)
H (0.826482, -1.405439, 0.494146)
H (1.699225, 0.822371, 1.422308)

Cartesian forces (eV/Å) of the 3 atoms listed first:
-0.7881 1.3832 -1.6722
-1.1888 -1.3515 0.3700
0.7175 1.4702 1.1907

The calculation puts the energy relative to the best compared isomer or geometry (same formula, charge and spin) at 282.26 kJ/mol. As for the charge: 0. The value obtained for the total energy is -9368.2684 eV. The SMILES is NC[C@H](N)CCO. Its LUMO energy is 1.01 eV. The value obtained for the gap between HOMO and LUMO is 10.34 eV.

Let us look at the Mulliken charges, expressed in e, one per atom:
1 N -0.608
2 C -0.956
3 C -0.024
4 N -0.625
5 C -0.520
6 C -0.406
7 O -0.554
8 H 0.276
9 H 0.210
10 H 0.378
11 H 0.331
12 H 0.432
13 H 0.217
14 H 0.239
15 H 0.334
16 H 0.271
17 H 0.441
18 H 0.224
19 H 0.342

***

Entry from the Open Molecules 2025 dataset: C3H4NP in the gas phase in a non-equilibrium geometry (ωB97M-V/def2-TZVPD).

CARTESIAN COORDINATES (ANGSTROEM)
C (-2.150925, -0.513846, 0.186114)
C (0.327046, -0.067293, -0.355326)
C (-1.006078, 0.183860, 0.685997)
N (-3.103848, -1.067483, -0.147728)
P (1.553914, -0.987394, 0.245222)
H (0.163489, 0.333537, -1.397320)
H (-1.347758, 1.151415, 0.441607)
H (-0.628107, 0.158420, 1.657138)
H (2.536818, -1.172456, -0.761671)

Cartesian forces (eV/Å) of the 3 atoms listed first:
-0.8018 -1.9249 0.9488
-4.6797 1.9875 0.9411
2.6001 0.1054 -4.5600

Its multiplicity is 3. The calculation puts the energy relative to the best compared isomer or geometry (same formula, charge and spin) at 255.66 kJ/mol. As for the charge: 0. The value obtained for the total energy is -13948.3686 eV. Its LUMO energy (alpha / beta) is 0.80 / -3.81 eV. The value obtained for the gap between HOMO and LUMO (alpha / beta) is 7.54 / 5.88 eV.

Let us look at the Mulliken charges, expressed in e, one per atom:
1 C 0.325
2 C -0.250
3 C -0.720
4 N -0.396
5 P -0.072
6 H 0.370
7 H 0.181
8 H 0.481
9 H 0.080

***

Entry from the Open Molecules 2025 dataset: C4H6F3NS in the gas phase in a non-equilibrium geometry (ωB97M-V/def2-TZVPD).

CARTESIAN COORDINATES (ANGSTROEM)
C (0.326322, -1.064666, -0.340556)
N (0.762739, 0.270014, -0.161950)
C (-0.374377, 1.129744, -0.079874)
C (2.047614, 0.619442, 0.034816)
S (2.712186, 2.037626, 0.327806)
C (3.113309, -0.519254, -0.008708)
F (2.755555, -1.419441, 0.979568)
F (4.350447, -0.108138, 0.061873)
F (3.048317, -1.263479, -1.174982)
H (0.050418, -1.069269, -1.448701)
H (1.121253, -1.741213, -0.265966)
H (-0.458096, -1.184428, 0.477298)
H (-0.015671, 2.123047, -0.105121)
H (-0.991684, 0.925888, -0.945347)
H (-0.997037, 0.935180, 0.703643)

Cartesian forces (eV/Å) of the 3 atoms listed first:
-1.4602 0.0381 -1.1125
1.6126 0.2344 0.9237
1.5118 0.8099 -2.5545

The calculation puts the energy relative to the best compared isomer or geometry (same formula, charge and spin) at 86.11 kJ/mol. As for the charge: 0. The value obtained for the total energy is -24722.1822 eV. The SMILES is CN(C)C(=S)C(F)(F)F. Its LUMO energy is 0.41 eV. The value obtained for the gap between HOMO and LUMO is 9.23 eV.

Let us look at the Mulliken charges, expressed in e, one per atom:
1 C -1.105
2 N 0.042
3 C -1.006
4 C 0.431
5 S -0.350
6 C 0.567
7 F -0.233
8 F -0.215
9 F -0.258
10 H 0.341
11 H 0.480
12 H 0.274
13 H 0.301
14 H 0.338
15 H 0.392

***

Entry from the Open Molecules 2025 dataset: 2 unconnected molecules or ions with the total composition C5H10FNO in a non-equilibrium geometry (ωB97M-V/def2-TZVPD).

CARTESIAN COORDINATES (ANGSTROEM)
C (-1.450476, 0.622941, -0.976807)
C (-0.236086, 1.359589, -0.506954)
C (0.980202, 0.803599, -0.440421)
C (2.269183, 1.615437, -0.309290)
O (1.297265, -0.476842, -0.647858)
H (-1.895255, -0.144759, -0.359455)
H (-2.171558, 1.386850, -1.071638)
H (-1.233171, 0.022128, -1.998297)
H (-0.462092, 2.314688, -0.150849)
H (2.665311, 1.603649, -1.310357)
H (2.083633, 2.646840, -0.180912)
H (2.951773, 0.998020, 0.239459)
H (0.502412, -0.984548, -0.805141)
H (-2.229133, -3.202914, 1.070201)
N (-1.490647, -2.546557, 0.886756)
C (-0.866181, -2.185241, 1.938075)
F (0.007468, -1.212253, 1.706414)
H (-0.722648, -2.620628, 2.917074)

Cartesian forces (eV/Å) of the 3 atoms listed first:
1.1051 -1.9007 -2.0020
0.2505 -2.4899 0.0021
0.6348 2.4952 0.2329

The calculation puts the energy relative to the best compared isomer or geometry (same formula, charge and spin) at 144.35 kJ/mol. As for the charge: 0. The value obtained for the total energy is -11600.3598 eV. The SMILES is C/C=C(/C)O.[H]/N=C/F. Its LUMO energy is 0.88 eV. The value obtained for the gap between HOMO and LUMO is 8.81 eV.

Let us look at the Mulliken charges, expressed in e, one per atom:
1 C -1.218
2 C 0.034
3 C 0.468
4 C -1.428
5 O -0.553
6 H 0.272
7 H 0.361
8 H 0.259
9 H 0.389
10 H 0.325
11 H 0.371
12 H 0.351
13 H 0.336
14 H 0.206
15 N -0.493
16 C 0.171
17 F -0.167
18 H 0.318